Entry 1:
The following is a quantum chemistry calculation of a molecular structure, C19H20BN8O2V in a non-equilibrium geometry, from OMol25.

Structure (XYZ):
```
51
Properties=species:S:1:pos:R:3
H 2.851 2.834 -0.355
C 1.553 1.746 -1.743
O 0.658 0.869 -1.685
C -5.670 0.916 -0.443
C 0.322 -1.959 3.254
H 0.684 -2.918 3.564
C -5.074 0.743 0.815
H -0.089 -0.778 5.065
O 2.237 2.056 -2.714
H 4.171 -1.774 -2.158
C -1.258 -3.397 -0.904
H 0.719 -3.641 1.094
H -0.808 1.083 3.201
C 1.786 2.557 -0.416
H -5.310 1.375 -2.509
N -1.081 -1.224 -0.609
C -3.525 1.542 -1.340
N 1.332 1.776 0.724
N 2.445 -0.846 0.460
H -5.693 0.446 1.651
C -2.043 -1.436 -1.497
H -1.408 2.298 1.129
H -1.252 2.578 -0.637
C -1.561 1.871 0.136
H 2.007 1.026 0.890
C -2.919 1.449 -0.065
H -3.300 0.866 1.971
C -0.433 0.088 3.046
N -0.606 -2.418 -0.248
H 1.202 3.481 -0.494
N 1.796 -1.937 0.050
H 4.141 0.158 -0.257
N 0.192 -1.646 1.951
C -7.053 0.804 -0.618
C -2.195 -2.806 -1.723
C 3.473 -1.660 -1.353
C 3.459 -0.665 -0.377
H -2.906 1.846 -2.176
H 1.283 2.346 1.568
H -2.881 -3.283 -2.395
C -0.071 -0.869 3.998
C -3.737 0.990 0.990
C 2.388 -2.450 -1.040
C -4.857 1.282 -1.530
H -1.016 -4.431 -0.742
H 1.996 -3.327 -1.520
H -2.592 -0.618 -1.921
V -0.089 0.302 0.043
N -0.270 -0.399 1.819
N -8.194 0.774 -0.779
B 0.545 -2.513 0.752
```

## Properties
- charge = -1
- total energy (eV) = -62412.094
- multiplicity = 4
- ΔE to the lowest compared entry with this formula, charge and spin (kcal per mole) = 33.1
- expectation value of S² = 3.768
- Kohn-Sham gap (alpha / beta) (Ha) = 0.208 / 0.252

***

Entry 2:
The following is a quantum chemistry calculation of 2 unconnected molecules or ions with the total composition C5H11O2 in a non-equilibrium geometry, from OMol25.

Structure (XYZ):
```
18
Properties=species:S:1:pos:R:3
C -1.051 -0.540 3.113
H -1.239 -1.164 3.965
O 1.246 1.697 -2.605
H -1.648 -0.604 1.052
H -2.786 0.452 2.109
O 0.600 -0.401 -3.128
H -0.357 -0.039 -0.604
H 1.097 -1.000 3.450
H 0.183 1.503 -0.599
C 0.520 0.459 -0.845
H -2.769 -1.364 2.177
C 0.916 0.568 -2.390
C -2.116 -0.539 2.020
H 0.415 -0.408 1.681
C 0.333 -1.038 2.647
H 0.286 -1.959 2.160
H -0.982 0.455 3.577
H 1.418 0.304 -0.372
```

## Properties
- charge = -1
- total energy (eV) = -9458.309
- ΔE to the lowest compared entry with this formula, charge and spin (kcal per mole) = 39.7
- Kohn-Sham gap (Ha) = 0.256

***

Entry 3:
The following is a quantum chemistry calculation of a molecular structure, C56H39BrN2O4PTa in a non-equilibrium geometry, from OMol25.

Structure (XYZ):
```
104
Properties=species:S:1:pos:R:3
C -1.251 -1.739 -4.797
H -5.323 -0.851 6.420
C 1.044 -2.157 -5.352
H 1.070 5.547 -2.071
C -0.384 -0.234 4.445
H -6.427 -1.602 2.779
C 3.039 0.384 6.933
H -4.253 3.714 -3.815
H 1.925 -5.424 -1.532
C 2.188 -0.095 -3.300
H 2.497 3.967 -2.162
H -1.857 -2.752 1.338
C 3.446 1.546 -4.537
C -2.590 1.227 -2.235
C -1.988 -1.295 6.062
H 1.877 -4.800 0.850
C -3.546 -3.364 2.511
P 0.551 -0.816 -2.914
H 1.641 0.492 8.554
C -2.861 -2.518 1.661
N -1.457 1.796 -1.910
C -3.432 -1.326 1.225
C -3.476 3.167 -3.292
O 1.727 0.790 -0.020
C -4.726 -1.002 1.628
C -4.831 -3.025 2.911
H -1.175 -1.861 6.492
C 2.239 0.954 -4.215
Br 7.317 2.849 -0.489
H 5.481 -0.290 -2.559
O -2.555 0.807 0.566
C -3.639 1.865 -2.933
C 5.546 2.213 -0.312
H -4.917 0.600 4.451
C 0.643 -2.810 -6.504
C -4.329 -0.754 6.008
H 6.119 0.509 0.859
C 0.784 -0.022 5.317
C -2.596 -0.405 0.433
C -1.746 -0.449 4.984
C 1.646 -4.424 -1.244
O -1.759 -0.979 -0.424
H -1.994 -1.319 -4.130
C 4.620 1.098 -3.943
C 1.616 -4.071 0.099
O -5.284 0.152 1.171
H 1.331 1.308 -4.684
C 4.574 0.059 -3.030
C 2.968 1.267 -0.087
C 3.200 2.450 -0.793
H -2.653 0.845 3.542
H -5.379 -3.672 3.581
H 2.099 -2.058 -5.131
H -2.800 5.709 -3.865
H 3.909 0.528 7.554
C 0.657 0.158 6.690
C 3.171 0.232 5.559
C -0.242 -0.161 3.150
C -2.823 0.208 4.402
C -1.655 -2.394 -5.948
Ta -0.021 0.105 -0.094
H 3.332 -1.343 -1.991
H -2.708 -2.478 -6.179
C -0.706 -2.931 -6.804
H -3.432 -2.109 7.409
C 0.098 -1.623 -4.483
C -2.262 3.821 -2.977
C 0.951 -2.209 -1.824
C 0.153 5.047 -2.343
C -0.043 3.740 -1.991
H 1.386 -3.223 -7.171
C -2.025 5.171 -3.343
C 1.317 -3.492 -2.209
C -0.845 5.773 -3.026
H 5.565 1.558 -4.193
H 1.171 -2.543 1.528
H -2.697 0.188 -1.949
C 2.137 3.195 -1.470
H 3.471 2.355 -5.252
C 5.301 1.047 0.402
C 2.060 0.034 4.766
C 0.864 -1.844 -0.470
C -4.100 0.064 4.914
H -3.085 -4.269 2.864
C 4.510 2.912 -0.907
H -4.544 1.317 -3.148
C 4.004 0.564 0.516
H 4.712 3.813 -1.467
C 1.771 0.354 7.490
H 3.780 -0.348 1.048
H 2.177 -0.081 3.694
C -3.266 -1.445 6.571
H -0.324 0.182 7.144
H 1.343 -3.775 -3.252
H -6.142 0.268 1.605
C 3.362 -0.531 -2.706
H -1.015 -3.442 -7.705
C -5.427 -1.862 2.464
C -0.130 -0.050 1.892
H -0.664 6.802 -3.288
N 0.895 2.950 -1.307
H 4.149 0.271 5.100
C 1.226 -2.797 0.480
C -1.275 3.094 -2.288
```

## Properties
- charge = 0
- total energy (eV) = -150758.559
- ΔE to the lowest compared entry with this formula, charge and spin (kcal per mole) = 35.3
- Kohn-Sham gap (alpha / beta) (Ha) = 0.211 / 0.211

***

Entry 4:
The following is a quantum chemistry calculation of 8 unconnected molecules or ions with the total composition C36H108N12O20P8 in a non-equilibrium geometry, from OMol25.

Structure (XYZ):
```
184
Properties=species:S:1:pos:R:3
N -3.349 6.187 -2.810
H -1.296 3.176 -3.436
H 6.438 3.107 -4.796
H 1.845 0.997 2.827
H -0.055 -3.418 2.284
H 2.603 2.096 -1.259
C 2.689 1.162 2.123
H 2.048 -4.675 7.992
C 9.553 -1.975 -3.567
H -1.431 -3.857 3.407
C -2.137 3.543 -4.037
H 1.992 -1.686 -2.689
H -2.198 4.726 -1.251
N -3.439 -4.877 -0.337
H -2.103 2.914 -4.946
H -2.857 -5.230 6.189
H 2.576 2.179 1.800
H -3.134 3.506 -3.559
H -3.776 -5.757 -4.440
N -0.831 -4.976 6.044
C 2.421 -1.175 -1.789
O 3.950 1.223 -3.409
H -0.591 4.059 -1.568
H -7.376 4.813 0.999
H -4.370 -6.023 1.247
H 5.031 -0.420 -3.804
H -3.347 -0.787 7.483
C 0.563 6.409 -2.223
H -1.450 -6.690 4.941
O 4.408 3.415 -4.666
C 5.228 -1.488 -3.950
N 1.139 -3.257 6.735
P -0.167 -3.523 5.744
C -2.145 -4.354 -0.671
H -3.791 -1.009 -0.870
H -2.646 4.457 5.942
C -3.586 7.110 -1.681
H 5.349 1.811 -5.464
O 2.668 0.229 1.008
P 3.457 2.539 -3.826
H -4.464 7.159 -4.229
N 0.522 -3.732 4.285
H 8.799 0.740 -3.720
O -5.302 1.622 0.039
H 8.578 0.689 -1.528
C -2.289 3.968 6.863
H 3.680 1.118 2.574
H -6.899 0.776 -0.935
O -1.093 -2.402 5.859
N -1.892 4.888 -4.554
H -5.222 -2.668 -3.575
C -4.241 -1.939 -0.485
H 10.419 -1.364 -3.291
C 1.886 2.001 -5.911
C -5.391 -2.185 -2.627
H -3.478 0.690 8.461
H -2.200 -4.044 7.391
N -0.832 6.009 -2.250
C 8.020 0.226 -0.725
H 5.580 3.382 -6.357
C 1.559 -2.051 7.286
P -2.135 1.654 5.586
H -2.785 3.471 1.901
H 5.055 -1.350 -0.636
H -3.907 8.121 -2.147
H 2.235 -2.681 4.897
H -1.359 -5.165 -0.622
O 7.806 -3.237 -1.636
P -4.783 -4.413 -1.221
H -7.303 2.129 0.056
H 1.312 5.640 -2.450
H 0.606 -0.232 4.598
O 3.118 3.506 -2.635
O -1.478 7.361 -4.288
C 1.784 -3.096 3.982
H -1.315 4.148 -6.434
O -3.359 2.975 0.014
H -0.954 0.990 -1.454
N -4.516 -2.795 -1.622
H 9.668 -2.900 -3.042
H 0.785 -1.246 7.349
H 4.149 -3.598 -2.895
P 7.269 -1.950 -2.146
H 2.419 -1.669 6.713
C -3.455 -5.490 1.003
C -6.735 1.247 0.024
H -2.016 2.008 1.267
H 0.756 7.319 -2.779
H 8.059 -0.206 -5.012
H -5.636 -6.964 -3.551
H -0.834 5.278 -0.288
C 3.162 3.035 -1.335
H 5.670 -4.016 -1.842
H 2.439 -3.790 3.471
C -0.606 -6.250 5.468
H 5.647 -4.214 -3.540
H 8.741 -0.190 -0.018
H -1.024 -0.840 4.267
H -1.911 -3.568 0.072
H 2.637 2.392 -6.639
C 8.038 -0.023 -3.930
H 1.722 0.957 -5.908
H -2.696 7.192 -1.095
P 1.347 -0.482 0.588
C -2.945 2.572 1.351
H 7.507 0.980 -0.182
H -6.432 -2.307 -2.384
N 5.751 -2.228 -2.852
H -0.015 4.476 -5.288
H 4.251 -1.891 -4.227
O 0.538 0.703 -0.180
H 5.842 -1.524 -4.932
C -0.700 0.243 -0.711
C -2.964 0.237 7.615
C -0.961 4.835 -5.629
C -3.506 -5.343 -3.450
N 7.022 -0.696 -1.118
H -4.344 5.341 -4.449
H -1.387 0.248 0.139
H 0.774 6.674 -1.202
O 2.113 2.580 -4.642
C -0.417 0.060 4.453
C -5.401 -6.601 -2.527
O 1.691 -1.485 -0.583
N -4.692 -5.317 -2.630
H -6.013 5.845 1.080
C -0.355 -3.984 3.137
C -1.146 4.996 -1.296
O -5.266 3.528 -1.649
H -0.456 0.758 3.637
H -3.640 1.869 1.778
O 0.591 -1.238 1.602
N 8.296 -1.305 -3.283
H -1.935 -5.698 7.645
H -0.597 -0.759 -1.095
H 0.993 2.539 -6.234
H 3.113 -4.014 6.806
H -3.125 3.724 7.516
H -2.608 -6.227 1.045
H -3.556 -2.435 0.190
O -6.084 -4.558 -0.478
H -0.422 -6.973 6.306
C 2.060 -4.385 6.957
O -0.836 0.746 5.654
C -4.461 6.206 -3.769
H 5.404 0.452 -0.495
P -1.850 6.181 -3.525
H 1.904 -5.185 6.251
H -5.115 -1.132 -2.633
P -4.896 3.080 -0.299
H -4.418 6.690 -1.174
H -1.852 0.307 7.766
O -2.536 2.102 4.270
H 9.645 -2.133 -4.633
H -6.340 -6.367 -1.976
H -5.166 -1.649 0.042
H 3.492 -1.514 -1.625
H 1.528 -2.262 3.326
O -5.512 3.969 0.878
H -3.342 -4.715 1.789
H -1.555 4.584 7.397
O -3.246 1.008 6.423
H 4.186 2.864 -0.990
H -2.961 -4.378 -3.500
H 7.126 0.397 -3.608
H -7.013 0.571 0.847
H 2.330 -0.156 -2.032
H -2.795 -6.087 -3.093
H -5.355 6.034 -3.181
C 5.769 -0.599 -0.361
H -0.758 5.838 -6.026
H -2.198 -3.904 -1.612
H -6.413 5.178 -0.529
H 2.716 3.825 -0.668
H -4.903 -7.485 -2.006
H 5.893 -0.674 0.713
C 5.234 -3.598 -2.764
C 5.508 2.895 -5.369
O -1.527 2.779 6.541
C -2.028 -4.982 6.864
C -6.421 5.013 0.556
H 0.286 -6.224 4.793
H -0.296 -5.049 2.864
H 1.966 -2.289 8.278
```

## Properties
- charge = 0
- total energy (eV) = -172239.126
- structure (SMILES) = CN(C)P(=O)(N(C)C)N(C)C.CN(C)P(=O)(N(C)C)N(C)C.CN(C)P(=O)(N(C)C)N(C)C.CN(C)P(=O)(N(C)C)N(C)C.COP(=O)(OC)OC.COP(=O)(OC)OC.COP(=O)(OC)OC.COP(=O)(OC)OC
- Kohn-Sham gap (Ha) = 0.313

***

Entry 5:
The following is a quantum chemistry calculation of 2 unconnected molecules or ions with the total composition C9H8O2 in a non-equilibrium geometry, from OMol25.

Structure (XYZ):
```
19
Properties=species:S:1:pos:R:3
H 1.003 -1.732 0.147
C -0.041 0.955 -2.328
O -2.381 -1.693 0.901
C 0.527 -0.267 -2.740
H 1.626 0.868 2.694
C 0.018 0.376 1.436
C -1.953 -0.978 1.748
H 1.301 -2.292 -1.934
C 0.785 -0.963 -0.438
C 0.910 -1.222 -1.788
C -0.141 1.200 -1.005
C 0.202 0.241 0.031
H -2.299 -0.773 2.785
H 0.620 -0.323 -3.861
H 0.153 0.245 3.594
C 0.573 0.715 2.676
O -0.241 1.683 1.990
H -0.452 2.282 -0.752
H -0.210 1.678 -3.154
```

## Properties
- charge = 0
- total energy (eV) = -13552.174
- ΔE to the lowest compared entry with this formula, charge and spin (kcal per mole) = 127.1
- Kohn-Sham gap (alpha / beta) (Ha) = 0.278 / 0.278

***

Entry 6:
The following is a quantum chemistry calculation of a molecular structure, C8H12BrF6N3O2PTi, from OMol25.

Structure (XYZ):
```
34
Properties=species:S:1:pos:R:3
H 0.238 0.580 3.828
O -0.325 1.380 0.531
Br 2.629 -2.959 0.299
C -1.202 -4.002 -0.539
F 2.284 2.269 -0.710
H -2.333 2.883 -0.431
C -0.493 2.259 1.421
H -3.718 -3.501 -1.263
C -1.619 3.645 -0.132
F 1.010 0.244 -1.933
C 0.126 -4.065 -0.212
C -3.220 -2.561 -1.043
H 0.648 -5.008 -0.113
H -1.775 -4.905 -0.708
N 0.686 0.978 3.010
H 1.655 1.189 3.220
Ti 1.297 0.438 -0.175
H -3.758 -2.050 -0.235
P 3.578 1.740 -1.810
H -0.776 3.683 -0.817
C -0.991 -1.580 -0.411
F 2.628 0.077 0.946
O -1.144 3.363 1.213
H -3.294 -1.895 -1.910
C -1.807 -2.749 -0.665
F 4.468 0.762 -2.640
C 0.855 -2.851 -0.025
H -0.132 2.909 3.294
F 3.085 2.660 -2.925
H -1.441 -0.596 -0.483
N 0.286 -1.626 -0.108
F 4.649 2.534 -1.064
N 0.006 2.143 2.647
H -2.098 4.613 -0.055
```

## Properties
- charge = +2
- total energy (eV) = -135796.591
- multiplicity = 4
- ΔE to the lowest compared entry with this formula, charge and spin (kcal per mole) = 19.3
- expectation value of S² = 3.773
- Kohn-Sham gap (alpha / beta) (Ha) = 0.284 / 0.212